(1)
ORCA calculation (the ωB97M-V functional and the def2-TZVPD basis) on an isolated molecule of C7H9NOSi in a non-equilibrium geometry.

Last column: natural (NBO) charge in e.
Element x y z (Å)
C 2.3836 0.5314 0.4244  -0.2140
C 2.2733 -0.7902 0.3132  -0.1880
C 0.9971 -1.3150 -0.3771  -0.2411
N -0.1622 -0.7375 0.1631  -0.8744
Si -1.7483 -1.3829 0.1557  1.6669
O -2.8464 -0.1712 0.2193  -0.8436
C -2.4476 1.1226 -0.0678  0.1784
C -1.2048 1.5963 -0.2308  -0.3727
C 0.0239 0.8477 0.0019  0.1943
C 1.2397 1.3860 0.1752  -0.2950
H 3.4363 0.8283 0.6680  0.2191
H 3.2458 -1.2459 0.4012  0.2123
H 1.0111 -1.0652 -1.4570  0.1736
H 1.0473 -2.3405 -0.2383  0.2041
H -1.9777 -2.3822 -0.8907  -0.2291
H -1.9247 -1.8958 1.4173  -0.2532
H -3.3319 1.8588 -0.2047  0.1943
H -1.2364 2.6684 -0.5112  0.2385
H 1.2217 2.4867 0.0385  0.2297

Charge: 0
E: -691.57467 Ha
Gap between HOMO and LUMO: 0.313 Ha
ΔE to the lowest compared entry with this formula, charge and spin: 23.2 kJ/mol



(2)
ORCA calculation (the ωB97M-V functional and the def2-TZVPD basis) on an isolated molecule of C7H9O2P in a non-equilibrium geometry.

Last column: natural (NBO) charge in e.
Element x y z (Å)
C 3.7870 0.2786 0.0557  -0.2071
C 2.6117 0.6938 -0.0645  -0.0541
C 1.2318 0.8214 0.0003  -0.1552
C 0.4522 1.9097 0.0781  0.1913
O -0.8797 1.8193 0.0369  -0.7308
P -1.3846 0.2526 0.1658  2.1252
C -2.4799 0.1595 -1.2766  -1.0516
O -2.1915 -0.0670 1.3730  -1.0719
C 0.1882 -0.6107 0.0186  -0.6109
C 0.2726 -1.7291 1.1235  -0.6297
H 4.7663 -0.0518 -0.1876  0.2377
H 0.6973 2.8912 0.0547  0.1979
H -2.9970 1.1984 -1.4348  0.2709
H -2.0511 -0.3510 -2.1353  0.2460
H -3.4397 -0.3377 -0.9684  0.2707
H 0.4559 -0.8412 -1.0544  0.2627
H -0.6389 -1.6841 1.8038  0.2648
H 1.2370 -1.7226 1.7364  0.2308
H 0.3623 -2.6292 0.6748  0.2133

Charge: 0
E: -763.87886 Ha
Gap between HOMO and LUMO: 0.352 Ha
ΔE to the lowest compared entry with this formula, charge and spin: 244.5 kJ/mol



(3)
ORCA calculation (the ωB97M-V functional and the def2-TZVPD basis) on the ion C7H9O3 with charge +1 in a non-equilibrium geometry.

Last column: natural (NBO) charge in e.
Element x y z (Å)
C 0.7876 -0.6860 0.3264  -0.4824
C 1.1977 0.5915 0.0515  0.5504
C -0.5045 -1.1835 -0.0870  0.6191
C -1.9478 1.8165 0.5638  0.4124
C -1.0432 1.0813 -0.5778  0.2596
C 2.5202 1.0836 0.1695  -0.7208
C -1.0250 -2.6005 -0.0751  -0.7140
O -2.8401 1.2751 1.1342  -0.4202
O 0.3125 1.4083 -0.5270  -0.4471
O -1.3223 -0.2909 -0.5362  -0.4118
H 1.6340 -1.3221 0.7193  0.2683
H -1.5746 2.8039 0.5628  0.1370
H -1.4727 1.5720 -1.6159  0.2367
H 2.6190 2.1260 -0.1222  0.2784
H 3.1041 0.5922 -0.6223  0.2898
H 3.0065 0.7385 1.1457  0.2874
H -0.4606 -3.2065 0.5663  0.2648
H -0.7876 -3.1687 -1.0745  0.2976
H -2.2033 -2.6306 -0.0018  0.2948

Charge: +1
E: -497.50666 Ha
Gap between HOMO and LUMO: 0.315 Ha
ΔE to the lowest compared entry with this formula, charge and spin: 0.0 kJ/mol



(4)
ORCA calculation (the ωB97M-V functional and the def2-TZVPD basis) on an isolated molecule of C7H9O3P in a non-equilibrium geometry.

Last column: natural (NBO) charge in e.
Element x y z (Å)
C -3.9020 -0.1439 0.1235  -0.6566
C -2.4932 -0.0413 -0.3935  -0.1307
C -1.4408 0.0470 0.4044  -0.5442
P 0.2275 0.0728 -0.5337  1.6390
O 0.0422 -0.1313 -1.9605  -1.0629
C 1.5320 1.3818 -0.1517  0.3096
O 1.3275 2.5744 -0.1446  -0.4881
C 2.8228 0.7522 -0.1288  -0.5434
C 2.7307 -0.5879 0.5856  -0.5246
C 1.4268 -1.2293 0.2117  0.3002
O 1.2273 -2.4181 0.2606  -0.4847
H -4.2336 0.6325 0.7429  0.2273
H -4.0153 -1.0388 0.6851  0.2328
H -4.5634 -0.0963 -0.8184  0.2213
H -2.1859 -0.2868 -1.4875  0.2574
H -1.2930 0.1835 1.5437  0.2329
H 3.0439 0.4754 -1.1150  0.2573
H 3.4004 1.6614 0.1648  0.2616
H 2.7996 -0.6176 1.6660  0.2484
H 3.5466 -1.1898 0.3455  0.2475

Charge: 0
E: -839.13689 Ha
Gap between HOMO and LUMO: 0.315 Ha
ΔE to the lowest compared entry with this formula, charge and spin: 11.9 kJ/mol



(5)
ORCA calculation (the ωB97M-V functional and the def2-TZVPD basis) on a structure of composition C7H9O3S in a non-equilibrium geometry.

Last column: natural (NBO) charge in e.
Element x y z (Å)
C 1.6578 -1.1845 -0.4885  -0.3571
C 0.6003 -1.9212 -0.1769  -0.6355
C -2.1067 1.0163 -0.1259  0.7690
C 1.5878 0.2788 -0.9360  -0.4357
C 0.2302 0.9565 -0.9463  -0.4119
C -0.6774 0.4098 0.1721  -0.3486
C -0.2721 0.5291 1.6106  -0.6329
O -2.4287 2.1946 0.0463  -0.7109
O -2.8062 0.1151 -0.6428  -0.6841
O -1.8233 -2.0205 0.8377  -0.9042
S -1.1441 -1.3093 -0.2618  1.4746
H 2.6088 -1.5671 -0.2341  0.1814
H 0.6971 -3.0148 -0.0884  0.2016
H 2.4408 0.7447 -0.3376  0.1939
H 1.8923 0.3309 -1.9257  0.1906
H 0.3480 1.9722 -0.6821  0.2263
H -0.3015 0.8268 -1.9033  0.2161
H 0.2652 -0.4919 1.9308  0.2411
H -1.1736 0.8356 2.3971  0.2241
H 0.4053 1.2989 1.7548  0.2024

Charge: -1
E: -895.88420 Ha
Gap between HOMO and LUMO (alpha / beta): 0.156 / 0.239 Ha
Spin multiplicity: 3



(6)
ORCA calculation (the ωB97M-V functional and the def2-TZVPD basis) on the ion C7H9O3S2 with charge -1 in a non-equilibrium geometry.

Last column: natural (NBO) charge in e.
Element x y z (Å)
C -0.5517 -3.4180 -0.1563  -0.6355
C 0.1569 -1.9598 0.0143  -0.1567
C -0.5833 -0.8093 -0.1933  -0.1974
C -0.2388 0.6111 -0.1185  -0.4297
S 0.2557 1.2291 -1.8057  2.3266
O 0.3573 2.7059 -1.7489  -0.9954
O 1.6266 0.5383 -2.0025  -1.0276
O -0.7625 0.7380 -2.7682  -1.0111
C 0.9185 1.0141 0.7025  -0.4820
C 0.4992 2.1720 1.5352  -0.1946
C -0.7219 2.4806 1.4646  -0.3741
S -1.7192 1.5566 0.4126  0.2754
H -0.7476 -3.9862 0.7621  0.1992
H -1.4430 -3.2663 -0.7323  0.2121
H 0.0701 -4.2005 -0.6403  0.1988
H 1.1054 -1.9384 0.4568  0.1860
H -1.4412 -0.8296 -0.8446  0.2140
H 1.8258 1.1730 0.0973  0.2763
H 1.2244 0.3353 1.4385  0.2020
H 1.3230 2.6095 2.0392  0.2003
H -1.1536 3.2446 2.0877  0.2134

Charge: -1
E: -1294.22053 Ha
Gap between HOMO and LUMO: 0.287 Ha
ΔE to the lowest compared entry with this formula, charge and spin: 0.0 kJ/mol